1.
This record from OMol25 describes a molecular structure, C31H34BrF7MgN3O6S3Si. The level of theory is the ωB97M-V functional and the def2-TZVPD basis.

Element x y z (Å)
Mg 0.229 0.080 -0.106
C 3.778 1.045 1.236
Si 3.692 -0.624 0.367
C 4.261 -1.823 1.716
C 5.073 -0.473 -0.936
N 2.152 -1.077 -0.299
C 2.104 -2.291 -0.932
C 3.191 -3.159 -1.189
C 3.070 -4.355 -1.882
C 1.847 -4.773 -2.372
C 0.735 -3.970 -2.125
C 0.871 -2.799 -1.410
O -0.223 -1.979 -1.130
C -1.485 -2.507 -1.355
C -1.969 -3.490 -0.503
C -3.253 -3.978 -0.692
C -4.044 -3.484 -1.722
C -3.540 -2.510 -2.570
C -2.251 -2.023 -2.398
H 4.833 1.164 1.507
H 3.190 1.079 2.151
H 3.509 1.903 0.625
H 5.165 -1.433 2.195
H 4.470 -2.836 1.371
H 3.484 -1.888 2.483
H 5.886 0.134 -0.528
H 4.705 0.035 -1.832
H 5.501 -1.422 -1.260
H 4.174 -2.886 -0.838
H 3.957 -4.959 -2.040
H 1.743 -5.695 -2.928
H -0.237 -4.269 -2.491
H -1.336 -3.852 0.296
H -3.639 -4.743 -0.029
H -5.050 -3.860 -1.863
H -4.153 -2.113 -3.370
H -1.845 -1.255 -3.037
F -2.779 0.030 6.637
C -1.966 0.157 5.546
C -2.051 1.295 4.768
C -1.226 1.419 3.661
C -0.301 0.424 3.295
C 0.551 0.524 2.110
C -0.248 -0.702 4.139
C -1.067 -0.846 5.250
H -2.762 2.070 5.028
H -1.315 2.303 3.041
H 1.424 -0.118 2.235
H 0.904 1.557 1.994
H 0.465 -1.488 3.908
H -1.008 -1.720 5.887
C -2.992 -1.428 2.220
S -2.905 0.043 1.202
C -4.468 -0.148 0.347
O -1.895 -0.248 0.125
H -3.302 -2.284 1.624
H -3.688 -1.233 3.037
H -1.998 -1.573 2.636
H -5.276 0.197 0.993
H -4.607 -1.186 0.044
H -4.399 0.495 -0.528
F -0.649 3.904 -3.191
C -1.216 2.778 -3.621
F -0.328 2.136 -4.388
F -2.267 3.081 -4.376
S -1.724 1.688 -2.185
O -0.652 0.712 -2.133
O -3.040 1.232 -2.509
N -1.598 2.578 -0.899
S -2.775 3.600 -0.560
O -3.317 4.256 -1.716
O -3.663 3.100 0.445
C -1.784 4.904 0.304
F -1.425 4.507 1.526
F -2.540 5.998 0.420
F -0.683 5.227 -0.376
Br 3.934 5.264 -2.932
C 2.938 3.880 -2.114
C 2.192 4.146 -0.981
C 1.485 3.093 -0.421
N 1.495 1.862 -0.920
C 2.210 1.629 -2.019
C 2.957 2.607 -2.655
H 2.150 5.133 -0.546
H 0.890 3.243 0.471
H 2.192 0.612 -2.391
H 3.529 2.374 -3.540

Cartesian forces (eV/Å) of the 3 atoms listed first:
Mg 0.28 -0.50 0.33
C 0.02 -0.05 0.03
Si -0.11 -0.03 -0.03

For the calculated total energy, the calculation gives -184352.565 eV. The value obtained for the HOMO energy is -0.1554 hartree. Its relative energy (zero: lowest compared OMol25 entry of this formula, charge and spin) is 1.047 eV. The spin multiplicity is 1. As for the net charge: -1.

Atomic partial charges in e from the Mulliken method, atoms 1 to 8: number 1, Mg, carries 3.695; number 2, C, carries -1.109; number 3, Si, carries 0.320; number 4, C, carries -1.289; number 5, C, carries -1.281; number 6, N, carries 0.640; number 7, C, carries -0.179; number 8, C, carries -0.570

---

2.
This record from OMol25 describes a molecular structure, C31H34ClFeNOP. The level of theory is the ωB97M-V functional and the def2-TZVPD basis.

Element x y z (Å)
Fe 0.395 -0.269 -1.228
C -0.042 -3.359 0.520
C -0.243 -2.448 -0.657
C 0.607 -2.571 -1.785
C 1.713 -3.586 -1.784
C 0.343 -1.800 -2.953
C 1.245 -1.880 -4.151
C -0.820 -0.980 -3.013
C -1.186 -0.302 -4.300
C -1.667 -0.850 -1.868
C -2.857 0.065 -1.955
C -1.418 -1.642 -0.723
C -2.451 -1.785 0.355
H -0.491 -4.328 0.282
H -0.518 -2.986 1.421
H 1.008 -3.529 0.739
H 1.457 -4.436 -1.158
H 2.653 -3.171 -1.426
H 1.877 -3.963 -2.791
H 0.861 -2.614 -4.864
H 2.248 -2.183 -3.877
H 1.300 -0.920 -4.660
H -0.789 0.714 -4.345
H -2.266 -0.246 -4.408
H -0.800 -0.861 -5.148
H -3.719 -0.480 -2.348
H -2.655 0.905 -2.613
H -3.128 0.473 -0.984
H -2.757 -2.834 0.378
H -3.336 -1.191 0.161
H -2.066 -1.553 1.347
O 2.944 -0.793 -1.900
N 2.358 -0.045 -0.876
C 3.026 0.987 -0.514
C 2.643 1.954 0.487
C 3.643 2.850 0.876
C 3.411 3.771 1.881
C 2.176 3.794 2.510
C 1.174 2.912 2.125
C 1.382 1.999 1.098
P 0.027 0.828 0.778
C 0.196 -0.237 2.238
C -0.575 -0.109 3.395
C -0.243 -0.826 4.535
C 0.878 -1.644 4.547
C 1.679 -1.738 3.417
C 1.340 -1.039 2.271
C -1.477 1.831 0.830
C -1.428 3.124 0.297
C -2.564 3.914 0.273
C -3.764 3.431 0.778
C -3.825 2.149 1.308
C -2.691 1.353 1.331
H 3.612 -0.233 -2.325
H 4.006 1.127 -0.969
H 4.608 2.814 0.387
H 4.189 4.462 2.174
H 1.982 4.505 3.302
H 0.218 2.953 2.632
H -1.415 0.569 3.433
H -0.852 -0.726 5.423
H 1.136 -2.194 5.442
H 2.569 -2.352 3.429
H 1.979 -1.119 1.398
H -0.504 3.521 -0.099
H -2.510 4.911 -0.143
H -4.648 4.053 0.764
H -4.754 1.766 1.708
H -2.773 0.357 1.737
Cl 0.346 1.730 -2.141

Cartesian forces (eV/Å) of the 3 atoms listed first:
Fe -0.16 0.11 0.46
C 0.03 0.04 0.05
C -0.11 0.10 -0.14

The expectation value of S² is 0.8272. For the calculated total energy, the calculation gives -92420.985 eV. The value obtained for the HOMO energy (alpha / beta) is -0.5433 / -0.5435 hartree. Its relative energy (zero: lowest compared OMol25 entry of this formula, charge and spin) is 0.293 eV. The spin multiplicity is 2. As for the net charge: +2.

Atomic partial charges in e from the natural (NBO) method, atoms 1 to 8: number 1, Fe, carries 0.683; number 2, C, carries -0.661; number 3, C, carries -0.011; number 4, C, carries 0.064; number 5, C, carries -0.665; number 6, C, carries -0.013; number 7, C, carries -0.660; number 8, C, carries 0.031

---

3.
This record from OMol25 describes a molecular structure, C31H34CrIN7O3S. The level of theory is the ωB97M-V functional and the def2-TZVPD basis.

Element x y z (Å)
Cr -0.544 0.613 -0.234
C 3.206 1.983 1.312
C 2.013 1.646 0.490
N 1.075 0.851 0.866
N 1.114 0.219 2.071
C -0.006 -0.475 2.201
O -0.951 -0.483 1.316
C -0.190 -1.281 3.420
C -1.222 -2.211 3.467
C -1.397 -2.993 4.597
C -0.547 -2.840 5.685
C 0.483 -1.907 5.641
C 0.666 -1.129 4.509
C 1.789 2.206 -0.857
C 2.700 3.034 -1.493
C 2.424 3.493 -2.770
C 1.238 3.120 -3.384
C 0.373 2.301 -2.688
N 0.634 1.856 -1.459
H 3.184 1.401 2.227
H 3.205 3.046 1.566
H 4.128 1.766 0.768
H -1.871 -2.317 2.609
H -2.197 -3.722 4.632
H -0.690 -3.445 6.571
H 1.142 -1.786 6.491
H 1.460 -0.397 4.458
H 3.611 3.313 -0.981
H 3.128 4.136 -3.282
H 0.983 3.462 -4.377
H -0.573 1.994 -3.118
O -6.225 -1.778 -3.408
C -6.337 -1.100 -2.174
C -4.969 -0.696 -1.708
C -4.807 -0.038 -0.496
C -3.548 0.376 -0.118
N -2.470 0.145 -0.870
C -2.601 -0.580 -1.989
C -3.836 -0.983 -2.458
C -1.309 -1.009 -2.603
C -1.218 -1.673 -3.809
C 0.025 -2.113 -4.256
C 0.131 -2.855 -5.567
O -0.647 -2.258 -6.588
C 1.134 -1.854 -3.469
C 0.969 -1.169 -2.278
N -0.222 -0.752 -1.855
H -7.103 -2.023 -3.716
H -6.796 -1.732 -1.407
H -6.947 -0.196 -2.266
H -5.650 0.157 0.154
H -3.382 0.911 0.809
H -3.934 -1.538 -3.378
H -2.097 -1.848 -4.415
H -0.276 -3.858 -5.439
H 1.179 -2.958 -5.855
H -0.253 -1.415 -6.836
H 2.121 -2.181 -3.770
H 1.813 -0.951 -1.637
S 1.588 -2.702 0.524
C 2.127 -4.300 0.646
N 3.085 -4.641 1.523
C 3.610 -5.991 1.709
C 3.481 -6.750 0.402
C 2.032 -6.689 -0.042
N 1.625 -5.287 -0.120
H 3.412 -3.890 2.107
H 3.059 -6.506 2.500
H 4.650 -5.916 2.020
H 3.805 -7.783 0.523
H 4.111 -6.275 -0.353
H 1.401 -7.228 0.670
H 1.897 -7.144 -1.021
H 0.889 -5.005 -0.744
I -1.439 2.748 2.575
C -1.295 2.461 0.453
H -0.699 3.305 0.113
H -2.313 2.621 0.103

Cartesian forces (eV/Å) of the 3 atoms listed first:
Cr -0.75 0.78 0.50
C 0.06 0.04 -0.03
C 0.07 0.06 -0.15

The expectation value of S² is 3.8044. For the calculated total energy, the calculation gives -96626.999 eV. The value obtained for the HOMO energy (alpha / beta) is -0.3669 / -0.3688 hartree. The spin multiplicity is 4. As for the net charge: +1.

Atomic partial charges in e from the Mulliken method, atoms 1 to 8: number 1, Cr, carries -0.211; number 2, C, carries -2.136; number 3, C, carries 0.822; number 4, N, carries 2.269; number 5, N, carries -1.420; number 6, C, carries -0.141; number 7, O, carries -0.470; number 8, C, carries 0.497